77
Properties=species:S:1:pos:R:3:mulliken_charge:R:1 method="wB97M-V/def2-TZVPD" total_charge=-1 energy_ev=-46439.31181 orbital_gap_ev=4.18
O -0.669 4.600 1.916 -0.65
H -1.401 -0.082 3.401 0.40
H 1.123 1.266 -2.370 0.30
C 2.504 0.722 0.705 -1.13
H 1.111 -0.746 3.419 0.35
H -0.835 -5.764 -3.439 0.32
H 2.401 1.777 0.960 0.40
H -0.781 -2.431 0.911 0.37
H 3.264 0.226 2.715 0.39
H -6.716 0.728 2.654 0.32
H 0.770 -0.178 -7.434 0.31
O 1.876 -6.938 -0.117 -0.61
O -6.935 0.627 1.728 -0.65
H -0.240 0.612 -6.629 0.31
O -6.513 1.957 5.569 -0.62
O 8.411 1.674 2.383 -0.64
H -0.446 4.527 0.988 0.32
O -1.614 5.712 -4.758 -0.64
H -4.088 1.876 -4.596 0.29
H -1.920 6.140 -5.558 0.31
H 0.860 0.987 3.072 0.39
H 8.530 1.462 1.457 0.32
H -5.419 -1.820 0.151 0.32
H 7.508 1.421 2.573 0.32
O 0.027 -6.123 -3.652 -0.65
C 2.435 -0.047 2.063 -0.87
H 1.911 -1.876 -0.381 0.23
H 3.546 0.585 0.419 0.45
C -1.409 0.132 2.332 -1.61
H -1.427 4.026 2.027 0.31
N 0.152 0.284 0.267 0.26
H 2.704 -6.466 -0.030 0.31
O -5.197 -2.213 -0.693 -0.67
O 6.777 4.033 -2.646 -0.64
H -2.749 1.427 -4.049 0.34
O -3.146 1.942 -4.751 -0.63
H -0.358 -2.459 2.519 0.41
O 5.517 -5.133 -2.134 -0.63
H -5.783 1.431 5.895 0.32
H 6.763 4.755 -3.275 0.32
H 1.136 -3.877 8.423 0.32
C 1.060 0.009 2.634 -1.01
H 5.737 -4.461 -2.779 0.31
H -4.365 -1.807 -0.935 0.34
H 0.668 6.722 -3.117 0.32
H 1.691 -7.261 0.765 0.31
H 3.012 -0.944 -1.391 0.36
H 5.859 3.782 -2.548 0.32
O 1.273 7.170 -2.526 -0.64
O -0.077 -0.258 -6.995 -0.63
O -5.186 -5.041 1.910 -0.64
H -6.736 1.479 1.340 0.33
C 1.504 0.288 -0.335 1.46
H 2.634 -1.087 1.807 0.29
O -0.991 0.184 -0.656 -0.86
H 1.446 -1.182 -1.964 0.36
O -5.104 3.037 -0.699 -0.64
H 0.521 -6.060 -2.835 0.32
H 2.131 7.065 -2.937 0.30
O 0.406 -4.113 7.851 -0.64
H 0.811 -2.416 1.296 0.34
C 1.984 -1.005 -1.033 -1.59
C -0.111 -1.922 1.603 -1.85
H -1.887 4.800 -4.854 0.34
H -6.745 2.526 6.303 0.31
H 2.659 1.622 -1.779 0.35
H -1.698 1.167 2.152 0.23
C 1.639 1.459 -1.430 -1.62
H 6.007 -4.884 -1.350 0.31
H -2.247 -0.515 2.076 0.35
H -4.490 2.304 -0.668 0.33
H -4.542 -5.743 1.811 0.31
H 1.366 2.415 -0.982 0.35
C -0.067 -0.380 1.604 1.52
H 0.791 -4.157 6.976 0.32
H -5.599 2.902 -1.507 0.30
H -5.035 -4.470 1.157 0.33


86
Properties=species:S:1:pos:R:3:mulliken_charge:R:1 method="wB97M-V/def2-TZVPD" total_charge=-1 energy_ev=-52678.90773 orbital_gap_ev=3.35
H -4.619 -4.873 0.309 0.31
C 1.776 -0.217 3.055 -1.13
H 4.441 5.059 4.320 0.33
H -0.944 -2.190 2.583 0.30
C 0.310 -0.524 2.722 1.35
H 2.197 8.033 -2.517 0.32
H 1.457 -4.243 -7.204 0.32
H 6.837 -3.581 -2.859 0.31
C 0.451 1.029 -0.909 -1.70
H -5.122 -4.848 -5.807 0.31
O 4.046 3.929 -6.504 -0.65
H -4.018 -3.499 0.519 0.35
H -3.177 3.690 2.425 0.35
H 0.094 5.000 3.441 0.32
H -5.235 3.767 -2.894 0.33
O -5.054 -0.230 -3.432 -0.64
C 0.803 -0.131 0.103 1.50
H -0.300 -1.875 -0.694 0.33
O 8.592 -3.963 1.475 -0.63
H 2.109 -0.893 3.843 0.43
O 0.955 4.754 3.104 -0.67
C -0.522 0.149 3.907 -1.57
H -0.150 -0.238 4.855 0.40
H 0.946 -1.426 -1.685 0.43
H 3.176 -6.604 -2.667 0.31
H 9.412 -4.128 1.009 0.31
H 2.577 -3.405 -7.783 0.32
H -6.842 -4.005 4.057 0.32
H -5.147 1.623 9.260 0.32
C 0.131 -2.077 2.722 -1.57
H -5.079 -1.045 -3.933 0.31
O -4.470 -4.162 -5.661 -0.64
H 3.419 4.482 -6.038 0.32
H -2.438 5.403 -6.272 0.32
H 1.286 1.045 -1.611 0.46
H 2.558 1.206 0.573 0.41
O -3.221 4.646 2.439 -0.66
H -2.778 0.196 -6.217 0.32
O -4.812 -3.940 0.216 -0.67
H 2.525 8.601 -3.881 0.31
H -2.927 4.913 1.568 0.31
H 1.951 0.821 3.337 0.35
H 0.883 3.817 2.921 0.35
H -7.704 -2.803 4.378 0.32
H 3.786 -0.187 2.101 0.38
H 2.726 -1.578 1.736 0.32
H 7.947 -3.822 0.781 0.33
H 0.333 2.065 -0.592 0.32
H 6.247 -3.512 5.910 0.32
H -3.887 -4.524 -4.994 0.33
O 2.611 7.809 -3.351 -0.63
H -2.914 -0.342 -7.625 0.31
H 5.426 6.032 3.708 0.31
O -5.616 4.638 -2.785 -0.65
C 0.713 -1.480 -0.622 -1.78
O -7.578 1.099 2.874 -0.65
H 5.471 -3.041 -2.491 0.32
H -6.747 0.831 2.482 0.33
O -1.446 -0.030 1.036 -0.95
H -0.517 1.238 3.955 0.25
H 1.380 -2.186 -0.127 0.34
O -4.673 0.973 9.780 -0.64
C 2.771 -0.495 1.850 -0.79
H 3.769 -6.076 -1.379 0.33
O -2.583 0.406 -7.130 -0.63
H 3.503 3.338 -7.025 0.32
H -8.077 1.470 2.147 0.32
H -3.918 1.448 10.127 0.32
H -1.564 -0.169 3.908 0.34
H 0.408 -2.550 3.664 0.36
H -0.348 0.906 -1.639 0.32
O 3.392 -6.863 -1.771 -0.64
H -4.947 5.136 -2.314 0.32
H 2.900 -0.189 -0.296 0.42
H -2.105 3.959 -6.581 0.32
N -0.077 0.034 1.391 0.31
H 6.749 -4.094 4.606 0.32
O 6.266 -4.322 5.400 -0.64
C 2.302 0.147 0.551 -1.15
O 6.161 -3.630 -2.184 -0.63
O 5.369 5.295 4.315 -0.65
O -1.762 4.849 -6.663 -0.64
H 0.710 -2.444 1.874 0.34
H -4.975 -0.512 -2.520 0.33
O -7.254 -3.542 4.786 -0.64
O 1.677 -3.348 -7.463 -0.63


89
Properties=species:S:1:pos:R:3:mulliken_charge:R:1 method="wB97M-V/def2-TZVPD" total_charge=0 energy_ev=-54759.35103 orbital_gap_ev="8.99 / 6.92" s2=0.756 spin_multiplicity=2
H -14.017 31.232 -5.579 0.47
H -10.515 26.725 -11.400 0.30
H -10.758 26.978 -6.971 0.57
H -19.264 28.574 -8.309 0.32
O -10.939 24.196 -7.885 -0.62
H -9.332 30.835 -10.181 0.30
H -16.707 31.345 -3.826 0.32
C -14.229 28.359 -8.438 1.41
O -18.579 29.221 -8.480 -0.67
H -11.987 29.393 -10.995 0.25
O -9.891 28.657 -3.934 -0.61
O -12.117 34.349 -5.739 -0.64
O -12.060 32.541 -11.981 -0.65
H -17.983 29.142 -7.735 0.26
H -16.336 31.923 -10.249 0.31
H -15.562 31.279 -11.380 0.37
H -10.706 28.791 -4.418 0.20
H -10.062 27.891 -3.384 0.31
H -16.208 28.124 -7.379 0.34
H -15.689 22.391 -10.716 0.29
O -12.613 23.845 -11.067 -0.61
H -15.676 28.337 -9.955 -0.21
H -15.307 29.373 -12.471 0.25
H -15.719 32.488 -3.921 0.32
H -15.024 26.284 -8.859 0.46
O -15.698 32.116 -10.936 -0.64
O -16.137 29.799 -12.256 -0.72
H -10.361 33.235 -9.572 0.32
O -10.374 34.145 -9.867 -0.60
H -11.330 29.973 -5.854 -0.60
O -11.785 28.661 -8.950 -0.47
H -12.255 27.159 -6.840 0.14
O -15.253 22.996 -10.116 -0.61
H -13.232 24.021 -10.358 0.28
H -15.571 23.861 -10.375 0.36
H -15.895 29.698 -5.546 0.63
H -13.733 26.868 -9.874 0.20
H -12.505 34.505 -4.878 0.27
H -16.789 29.333 -12.780 0.29
H -14.240 29.334 -10.421 -1.36
O -15.989 31.767 -3.354 -0.63
N -12.920 28.938 -8.031 1.62
C -13.260 31.462 -8.328 -0.92
H -14.276 31.567 -8.707 0.31
H -10.169 28.521 -8.023 0.21
C -15.168 28.388 -7.190 -1.58
H -18.957 27.232 -10.303 0.25
H -12.103 24.651 -11.146 0.36
O -10.000 31.483 -9.956 -0.67
H -11.446 31.619 -6.159 -0.24
C -11.499 30.663 -6.681 -0.29
H -10.820 34.619 -9.166 0.30
H -16.633 26.118 -10.785 0.39
O -18.179 27.584 -10.735 -0.63
O -16.537 25.355 -11.354 -0.64
O -11.424 26.996 -11.276 -0.58
H -11.188 32.516 -11.586 0.37
C -14.929 29.058 -9.623 0.61
C -14.108 26.874 -8.851 -1.57
H -10.889 32.450 -3.723 0.32
H -17.401 25.240 -11.750 0.27
H -11.371 33.775 -5.564 0.38
H -12.901 27.951 -13.811 0.30
H -12.620 31.484 -9.210 -0.17
C -15.340 29.802 -6.479 -0.73
O -10.318 33.068 -4.181 -0.68
O -9.424 28.495 -7.422 -0.72
H -15.426 29.913 -9.163 0.59
H -13.157 27.272 -12.482 0.28
H -9.457 29.333 -6.961 0.41
H -12.967 32.398 -7.852 0.56
O -11.513 26.689 -6.459 -0.89
O -13.578 27.815 -13.148 -0.64
H -11.182 24.970 -7.377 0.41
H -13.688 29.570 -5.390 0.20
H -9.556 32.547 -4.435 0.31
H -10.729 30.968 -9.612 0.17
H -14.856 27.639 -6.462 0.43
H -17.905 28.313 -10.180 0.38
H -11.709 23.629 -7.842 0.29
O -12.133 29.871 -11.811 -0.72
C -12.895 30.326 -7.356 1.97
H -11.464 27.293 -10.367 0.23
H -16.058 30.481 -6.941 0.50
C -13.946 30.306 -6.150 -1.86
H -12.884 29.435 -12.214 0.33
H -12.477 31.729 -11.695 0.34
H -13.310 26.438 -8.250 0.28
H -10.679 30.715 -7.397 0.25


20
Properties=species:S:1:pos:R:3:mulliken_charge:R:1 method="wB97M-V/def2-TZVPD" total_charge=0 energy_ev=-20024.43611 orbital_gap_ev=10.10
H 0.324 2.420 -0.578 0.47
O -1.508 -0.182 0.525 -0.36
O 2.587 1.110 -2.020 -0.51
N 1.470 -0.938 -1.857 -0.07
N 2.874 1.831 1.590 -0.43
N 2.925 -1.654 1.988 -0.44
H 1.372 -1.330 -2.779 0.26
H -0.470 -0.445 2.229 0.38
C -0.398 -0.937 1.181 -0.80
C 1.252 0.673 -0.039 1.44
C 1.882 0.355 -1.417 0.19
H -0.936 -1.975 1.300 0.30
O 0.483 -2.881 -0.976 -0.54
H -2.238 1.307 -0.224 0.45
C -1.220 0.956 -0.097 -0.32
C 2.035 -1.331 1.349 -0.29
C 0.018 1.472 -0.214 -0.84
C 2.178 1.331 0.852 -0.21
C 0.880 -1.761 -0.831 0.14
C 0.976 -0.921 0.446 1.19


Repeat the fourth record exactly.
20
Properties=species:S:1:pos:R:3:mulliken_charge:R:1 method="wB97M-V/def2-TZVPD" total_charge=0 energy_ev=-20024.43611 orbital_gap_ev=10.10
H 0.324 2.420 -0.578 0.47
O -1.508 -0.182 0.525 -0.36
O 2.587 1.110 -2.020 -0.51
N 1.470 -0.938 -1.857 -0.07
N 2.874 1.831 1.590 -0.43
N 2.925 -1.654 1.988 -0.44
H 1.372 -1.330 -2.779 0.26
H -0.470 -0.445 2.229 0.38
C -0.398 -0.937 1.181 -0.80
C 1.252 0.673 -0.039 1.44
C 1.882 0.355 -1.417 0.19
H -0.936 -1.975 1.300 0.30
O 0.483 -2.881 -0.976 -0.54
H -2.238 1.307 -0.224 0.45
C -1.220 0.956 -0.097 -0.32
C 2.035 -1.331 1.349 -0.29
C 0.018 1.472 -0.214 -0.84
C 2.178 1.331 0.852 -0.21
C 0.880 -1.761 -0.831 0.14
C 0.976 -0.921 0.446 1.19